Model a:
This record from OMol25 describes a structure of composition C36H54FN14O8PSc. The level of theory is ωB97M-V with the def2-TZVPD basis set.

```
115
Properties=species:S:1:pos:R:3
Sc 0.871 -0.299 0.207
O 0.817 1.605 -0.277
C 1.215 2.475 -1.199
C 1.000 3.845 -1.006
C 1.413 4.769 -1.946
C 2.059 4.353 -3.108
C 2.293 3.008 -3.302
C 1.886 2.052 -2.361
C 2.116 0.631 -2.600
N 1.608 -0.404 -1.913
C 2.039 -1.556 -2.558
C 2.809 -1.223 -3.617
N 2.846 0.155 -3.629
H 0.520 4.169 -0.091
H 1.242 5.824 -1.772
H 2.385 5.074 -3.845
H 2.795 2.703 -4.212
H 1.754 -2.534 -2.222
H 3.337 -1.824 -4.335
H 3.376 0.714 -4.277
N 3.335 -2.243 4.590
C 2.720 -1.204 3.661
C 1.520 -0.590 4.365
C 0.953 0.627 3.628
N 0.178 0.257 2.415
C 2.059 1.622 3.281
C 3.250 1.003 2.554
N 2.879 0.624 1.176
C 3.800 -0.187 3.338
H 2.661 -2.959 4.869
H 3.680 -1.798 5.446
H 4.133 -2.708 4.150
H 2.412 -1.745 2.766
H 1.824 -0.241 5.358
H 0.735 -1.338 4.516
H 0.272 1.115 4.329
H -0.199 1.127 2.033
H -0.664 -0.247 2.684
H 2.415 2.073 4.211
H 1.646 2.440 2.685
H 4.052 1.744 2.521
H 3.619 0.072 0.733
H 2.804 1.491 0.650
H 4.221 0.204 4.271
H 4.616 -0.655 2.779
N -2.305 1.919 -4.207
N -1.141 2.149 -3.395
H -2.608 2.760 -4.692
H -3.067 1.654 -3.589
H -1.259 2.941 -2.766
H -0.381 2.410 -4.016
F -1.102 -5.339 1.346
C -0.126 -5.281 0.413
C 1.093 -4.841 0.725
N 2.077 -4.733 -0.213
C 3.286 -3.991 0.119
C 3.057 -2.482 0.275
O 3.985 -1.731 0.020
O 1.881 -2.122 0.697
C 1.842 -5.061 -1.546
O 2.628 -4.836 -2.428
N 0.608 -5.660 -1.781
C -0.468 -5.642 -0.941
O -1.611 -5.888 -1.325
H 1.339 -4.538 1.732
H 4.028 -4.154 -0.657
H 3.684 -4.392 1.054
H 0.413 -5.842 -2.759
C -4.444 -0.874 -5.996
C -5.069 -0.511 -4.675
C -5.355 -1.477 -3.714
C -5.976 -1.143 -2.516
C -6.320 0.176 -2.252
N -7.038 0.536 -1.078
C -6.825 0.026 0.182
O -7.696 -0.157 0.989
N -5.472 -0.258 0.500
C -4.424 0.670 0.331
C -4.584 1.983 -0.108
C -3.472 2.804 -0.162
C -2.228 2.300 0.193
N -2.055 1.034 0.572
C -3.133 0.259 0.651
C -6.041 1.152 -3.204
C -5.432 0.807 -4.399
H -4.106 -1.910 -6.008
H -3.602 -0.218 -6.229
H -5.163 -0.763 -6.808
H -5.143 -2.518 -3.932
H -6.257 -1.916 -1.811
H -7.990 0.849 -1.214
H -5.454 -0.720 1.400
H -5.563 2.362 -0.365
H -3.573 3.839 -0.461
H -1.337 2.911 0.139
H -2.964 -0.758 0.993
H -6.336 2.178 -3.017
H -5.256 1.574 -5.146
N -3.124 -4.050 -0.213
C -3.115 -2.826 -1.063
P -1.459 -2.107 -1.445
O -0.682 -3.037 -2.298
O -0.825 -1.530 -0.184
C -1.997 -0.672 -2.475
N -1.158 -0.631 -3.713
H -4.079 -4.355 -0.025
H -2.667 -3.906 0.688
H -2.601 -4.864 -0.682
H -3.772 -2.071 -0.627
H -3.523 -3.105 -2.034
H -1.815 0.253 -1.927
H -3.047 -0.716 -2.764
H -0.315 -0.090 -3.492
H -1.644 -0.076 -4.438
H -0.897 -1.576 -4.013
```

Summary:
Total charge ... +3
Gap between HOMO and LUMO ... 7.8 eV

=====

Model b:
This record from OMol25 describes a structure of composition C36H54FN14O8PSc. The level of theory is ωB97M-V with the def2-TZVPD basis set.

```
115
Properties=species:S:1:pos:R:3
Sc -0.169 0.493 -0.214
O -1.351 0.725 1.246
C -1.107 0.770 2.566
C -1.734 -0.142 3.425
C -1.484 -0.140 4.783
C -0.623 0.800 5.331
C -0.043 1.751 4.518
C -0.269 1.758 3.139
C 0.312 2.778 2.292
N 0.355 2.735 0.963
C 0.918 3.923 0.568
C 1.210 4.684 1.661
N 0.827 3.946 2.738
H -2.429 -0.856 3.003
H -1.963 -0.873 5.414
H -0.415 0.797 6.388
H 0.605 2.488 4.964
H 1.106 4.142 -0.467
H 1.648 5.657 1.752
H 0.889 4.249 3.697
N -3.866 0.897 -2.178
C -4.387 2.255 -2.440
C -5.154 2.747 -1.208
C -4.224 2.868 -0.002
N -3.741 1.506 0.337
C -3.047 3.790 -0.305
C -2.289 3.467 -1.599
N -1.337 2.347 -1.391
C -3.246 3.213 -2.765
H -4.574 0.202 -2.393
H -3.626 1.038 -0.644
H -3.051 0.717 -2.754
H -5.074 2.247 -3.296
H -5.976 2.064 -0.990
H -5.594 3.720 -1.423
H -4.776 3.283 0.846
H -4.422 1.001 0.904
H -2.811 1.456 0.826
H -2.350 3.780 0.535
H -3.437 4.806 -0.393
H -1.710 4.368 -1.858
H -0.629 2.756 -0.765
H -0.857 2.206 -2.286
H -2.692 2.834 -3.627
H -3.683 4.165 -3.067
N 2.472 -0.636 1.343
N 1.388 -1.290 0.641
H 3.104 -1.332 1.750
H 2.090 -0.072 2.102
H 1.083 -2.124 1.166
H 1.806 -1.657 -0.226
F 5.232 3.203 2.914
C 4.798 3.248 1.654
C 4.752 2.121 0.921
N 4.235 2.123 -0.340
C 4.005 0.923 -1.107
C 2.530 0.913 -1.541
O 2.250 0.597 -2.721
O 1.669 1.108 -0.662
C 3.701 3.262 -0.903
O 3.089 3.202 -1.956
N 3.882 4.407 -0.192
C 4.340 4.533 1.129
O 4.285 5.586 1.699
H 5.119 1.184 1.310
H 4.163 0.045 -0.479
H 4.662 0.892 -1.983
H 3.569 5.270 -0.628
C 4.150 -4.455 0.176
C 2.933 -4.322 1.033
C 3.012 -3.709 2.281
C 1.898 -3.601 3.091
C 0.668 -4.122 2.684
N -0.398 -3.969 3.576
C -1.731 -4.224 3.515
O -2.426 -4.225 4.493
N -2.314 -4.494 2.244
C -2.369 -3.673 1.160
C -3.279 -3.939 0.125
C -3.287 -3.113 -0.978
C -2.396 -2.048 -1.045
N -1.535 -1.759 -0.062
C -1.536 -2.548 1.009
C 0.586 -4.760 1.448
C 1.705 -4.842 0.638
H 4.976 -3.880 0.587
H 3.956 -4.125 -0.844
H 4.458 -5.499 0.136
H 3.967 -3.352 2.638
H 1.986 -3.144 4.065
H -0.112 -3.784 4.532
H -3.109 -5.117 2.347
H -3.965 -4.768 0.208
H -3.989 -3.285 -1.779
H -2.381 -1.383 -1.898
H -0.882 -2.256 1.818
H -0.324 -5.248 1.145
H 1.637 -5.367 -0.303
N -0.250 -3.479 -3.018
C -0.424 -2.345 -3.946
P 0.672 -0.958 -3.144
O 1.679 -1.877 -2.522
O -0.267 -0.192 -2.235
C 0.991 -0.065 -4.794
N 2.421 0.076 -5.113
H -0.221 -4.394 -3.477
H -0.966 -3.477 -2.282
H 0.698 -3.218 -2.588
H -1.471 -2.094 -4.091
H -0.002 -2.623 -4.909
H 0.571 0.931 -4.655
H 0.461 -0.566 -5.603
H 2.801 0.429 -4.173
H 2.592 0.755 -5.863
H 2.859 -0.819 -5.349
```

Summary:
Total charge ... +3
Gap between HOMO and LUMO ... 8.1 eV

=====

Which of them is most stable? Easy: model a.